# C32H88N8O8

A cluster of 8 separate species, C32H88N8O8 in total (ωB97M-V with the def2-TZVPD basis set, the OMol25 dataset).

Last column: Mulliken charge in e.
Atoms and positions in Å:
1 C -0.1373 -1.2024 0.0284  0.50
2 C 1.2815 -0.6903 0.2297  -0.08
3 C 1.7103 0.3629 -0.8328  -0.17
4 O 3.0109 0.8779 -0.6255  -0.27
5 C 3.4579 1.8574 -1.4767  -0.18
6 N 1.4324 -0.0500 1.6099  -0.34
7 H -0.8401 -0.3983 0.2465  -0.53
8 H -0.3053 -1.9551 0.7986  0.12
9 H -0.3489 -1.6101 -0.9602  0.00
10 H 2.0137 -1.4962 0.1774  0.18
11 H 0.9414 1.1225 -0.6913  -0.37
12 H 1.5962 0.0098 -1.8577  0.73
13 H 3.3279 1.7178 -2.5498  0.32
14 H 4.5231 2.0357 -1.3289  -0.23
15 H 2.8677 2.6871 -1.0879  0.03
16 H 0.6350 0.5217 1.8496  -0.02
17 H 2.2451 0.5457 1.5406  0.20
18 C -1.4155 1.4780 -3.0449  -1.28
19 C -1.3167 2.9952 -2.7328  0.52
20 C -0.9259 3.2855 -1.2915  -0.83
21 O -1.6956 2.4941 -0.3327  -0.12
22 C -1.0942 2.5411 0.9152  -0.03
23 N -0.2989 3.5551 -3.6950  -0.61
24 H -1.7545 1.4057 -4.0783  0.47
25 H -2.0100 0.8137 -2.4177  0.22
26 H -0.3982 1.0907 -2.9878  0.12
27 H -2.2446 3.5354 -2.9209  0.16
28 H -1.1411 4.3381 -1.1076  0.42
29 H 0.1483 3.1888 -1.1338  0.28
30 H -1.1588 3.5915 1.1994  0.44
31 H -0.0209 2.3772 1.0112  -0.16
32 H -1.6842 1.9670 1.6295  -0.09
33 H -0.5171 3.6010 -4.6801  0.24
34 H 0.0317 4.4606 -3.3935  0.22
35 C -3.9347 0.0019 0.5301  -0.26
36 C -4.7079 0.8785 1.4942  0.26
37 C -6.1068 0.1705 1.6276  -0.81
38 O -6.8315 0.2451 0.3856  -0.05
39 C -7.8952 -0.6125 0.3424  -1.17
40 N -3.8720 0.8638 2.7232  -0.40
41 H -4.4197 -0.0233 -0.4457  0.46
42 H -3.8563 -1.0475 0.8143  0.17
43 H -2.9515 0.4425 0.3654  -0.59
44 H -4.8020 1.8367 0.9832  0.30
45 H -6.6845 0.3216 2.5395  0.41
46 H -5.9753 -0.8968 1.8052  0.07
47 H -8.3455 -0.5822 -0.6498  0.30
48 H -8.7260 -0.3007 0.9753  0.30
49 H -7.6250 -1.6683 0.3633  0.44
50 H -4.3343 1.4225 3.4262  0.31
51 H -3.8659 -0.0807 3.0809  0.10
52 C -2.9031 -6.1398 -5.1005  -1.57
53 C -2.3436 -5.1269 -6.1627  0.59
54 C -1.4897 -4.0625 -5.4822  -0.94
55 O -2.3914 -3.1213 -4.8497  -0.05
56 C -1.6766 -2.1732 -4.1037  -0.94
57 N -1.5983 -5.9045 -7.1196  -0.79
58 H -2.1222 -6.6098 -4.5027  0.37
59 H -3.3255 -6.9780 -5.6547  0.45
60 H -3.7686 -5.6793 -4.6243  0.32
61 H -3.1296 -4.7121 -6.7939  0.31
62 H -0.7463 -3.5932 -6.1265  0.29
63 H -0.9679 -4.5257 -4.6447  0.28
64 H -0.8305 -1.7853 -4.6709  0.40
65 H -1.4372 -2.4287 -3.0714  0.40
66 H -2.3847 -1.3478 -4.0294  0.08
67 H -1.4572 -5.2912 -7.9096  0.26
68 H -2.2178 -6.6403 -7.4278  0.26
69 C 5.3614 3.9168 -5.6991  -1.67
70 C 5.4960 4.3683 -4.2584  0.83
71 C 6.4232 3.5693 -3.3863  -0.57
72 O 6.6860 4.1394 -2.1311  -0.10
73 C 7.3357 3.3126 -1.1886  -0.97
74 N 5.8111 5.7819 -4.2286  -0.83
75 H 4.7902 4.6149 -6.3111  0.44
76 H 4.8218 2.9717 -5.7599  0.37
77 H 6.2704 3.7828 -6.2855  0.38
78 H 4.5300 4.4862 -3.7673  0.14
79 H 7.2604 3.2731 -4.0184  0.26
80 H 5.9092 2.6111 -3.3102  0.24
81 H 7.1166 3.5068 -0.1387  0.25
82 H 8.4233 3.2414 -1.1782  0.35
83 H 6.9158 2.3068 -1.1982  0.32
84 H 6.6770 6.0267 -4.6874  0.25
85 H 5.8438 6.0249 -3.2489  0.26
86 C -0.6428 -8.7117 2.0120  -1.31
87 C -1.7629 -7.7233 2.4170  0.99
88 C -2.0215 -6.3611 1.7286  -1.18
89 O -2.6267 -5.4918 2.6436  0.08
90 C -3.1892 -4.2986 2.1170  -1.09
91 N -3.0255 -8.5029 2.3365  -0.89
92 H -1.0036 -9.7218 1.8182  0.32
93 H 0.0339 -8.6967 2.8664  0.29
94 H -0.1783 -8.4429 1.0632  0.42
95 H -1.6713 -7.5335 3.4865  0.22
96 H -2.5517 -6.4384 0.7794  0.29
97 H -1.0913 -5.8358 1.5118  0.28
98 H -2.5213 -3.8533 1.3797  0.09
99 H -3.2857 -3.5606 2.9134  0.05
100 H -4.1373 -4.4535 1.6020  0.55
101 H -3.7333 -7.7867 2.4159  0.27
102 H -3.2616 -8.9157 1.4455  0.28
103 C 1.7486 5.1928 3.7078  -1.56
104 C 2.3699 4.9976 2.2853  0.58
105 C 3.8785 5.3418 2.1418  -0.81
106 O 4.2107 5.4863 0.7783  -0.16
107 C 5.4920 6.1299 0.5192  -0.56
108 N 2.1591 3.6017 1.7496  -0.24
109 H 0.6813 5.4108 3.6688  0.33
110 H 2.2299 6.0054 4.2520  0.41
111 H 1.9332 4.3359 4.3556  0.37
112 H 1.7885 5.7147 1.7058  0.19
113 H 4.4301 4.4581 2.4628  0.27
114 H 4.3023 6.1471 2.7416  0.45
115 H 6.2678 5.8570 1.2345  0.37
116 H 5.4330 7.2171 0.4665  0.31
117 H 5.7250 5.7359 -0.4701  -0.10
118 H 2.7810 2.8841 2.0935  0.30
119 H 2.4847 3.6904 0.7976  -0.12
120 C -1.4439 -1.5278 4.0828  -1.30
121 C -0.7152 -0.8044 5.2201  0.53
122 C -0.2136 -1.7355 6.3665  -0.89
123 O 0.7884 -1.1484 7.1324  -0.33
124 C 0.1923 -0.2507 8.0700  -0.75
125 N 0.3560 -0.1447 4.4901  -0.73
126 H -2.5248 -1.6453 4.1603  0.52
127 H -0.9141 -2.4506 3.8462  0.36
128 H -1.3952 -0.9548 3.1568  0.00
129 H -1.3654 -0.0084 5.5831  0.47
130 H 0.2741 -2.6449 6.0156  0.28
131 H -1.0643 -2.0865 6.9506  0.44
132 H 0.9393 -0.0397 8.8353  0.26
133 H -0.6535 -0.6888 8.5999  0.30
134 H 0.0734 0.6736 7.5047  0.28
135 H 0.7190 -0.7474 3.7654  0.33
136 H -0.1612 0.4850 3.8934  0.16

Properties
* net charge: -1
* F_max: 0.0598 hartree/bohr
* orbital gap (spin up / spin down): 1.26 / 8.88 eV
* 2S+1: 2